[1]
Molecular formula: C3H10N3
Method: DFT, the ωB97M-V functional and the def2-TZVPD basis

XYZ file:
```
16
Properties=species:S:1:pos:R:3:forces:R:3:nbo_charge:R:1
N -3.070 0.004 -0.212 -2.3 -0.5 -0.4 -0.74
N 0.524 0.033 0.259 -0.2 1.0 -0.3 -0.22
N -0.763 0.025 -0.424 -0.9 0.5 0.1 -0.40
C -1.854 -0.071 0.304 1.5 -0.6 -1.1 0.28
C 1.320 1.238 -0.216 0.3 1.1 1.8 -0.42
C 1.263 -1.206 -0.185 -2.7 -0.9 -0.6 -0.42
H 2.404 1.070 0.037 -1.2 0.3 0.4 0.23
H -3.839 -0.409 0.350 0.9 0.7 -0.5 0.42
H -1.935 -0.358 1.339 0.7 0.2 0.7 0.18
H 2.247 -1.352 0.237 -0.1 0.1 0.5 0.24
H 1.351 1.268 -1.292 -0.8 0.0 -0.3 0.25
H 1.336 -1.123 -1.304 -0.2 -0.2 1.2 0.25
H 0.442 -1.946 0.096 1.9 0.1 -0.6 0.24
H 0.314 0.101 1.281 0.9 -0.3 -0.7 0.42
H -3.357 0.152 -1.194 1.0 0.0 0.8 0.43
H 0.872 2.189 0.276 1.0 -1.7 -1.1 0.25
```
Positions in Å, forces in eV/Å.

charge = +1
ΔE to the lowest compared entry with this formula, charge and spin = 65.0 kcal/mol
E = -7735.444 eV
frontier orbital gap = 11.09 eV

---

[2]
Molecular formula: N2O5S
Method: DFT, the ωB97M-V functional and the def2-TZVPD basis

XYZ file:
```
8
Properties=species:S:1:pos:R:3:forces:R:3:nbo_charge:R:1
S -0.019 0.341 -1.024 -0.9 0.4 0.6 1.22
O 0.564 -2.100 -0.387 -0.3 -0.1 0.4 -0.34
O 2.155 -0.722 0.095 1.9 0.4 1.1 -0.30
O 0.541 1.673 -1.067 0.2 -0.9 0.1 -0.79
O -1.310 -0.287 1.522 -0.1 1.0 -0.6 -0.29
O -1.782 1.583 0.419 0.2 -1.1 1.2 -0.32
N -1.219 0.538 0.656 0.1 0.1 -1.3 0.42
N 1.070 -1.025 -0.215 -1.3 0.2 -1.5 0.39
```
Positions in Å, forces in eV/Å.

ΔE to the lowest compared entry with this formula, charge and spin = 16.7 kcal/mol
E = -24045.129 eV
frontier orbital gap (spin up / spin down) = 9.06 / 9.06 eV

---

[3]
Molecular formula: C19H42NO2P3V
Method: DFT, the ωB97M-V functional and the def2-TZVPD basis

XYZ file:
```
68
Properties=species:S:1:pos:R:3:forces:R:3:mulliken_spin:R:1
V 0.776 1.088 -0.652 2.4 1.5 -1.2 1.43
P 0.077 0.559 1.503 -1.3 -1.1 2.5 -0.07
P -1.370 -4.399 -0.904 -0.2 -0.6 -0.5 0.00
P 0.441 3.465 -0.165 -0.7 2.6 1.9 -0.08
O 3.141 1.511 0.377 -1.9 -0.2 -0.9 0.00
O -1.016 -1.606 -2.214 3.1 3.9 1.1 0.00
N 5.299 2.049 0.804 -1.6 -1.0 -0.5 0.00
C -1.864 -0.605 -1.749 0.7 -1.1 -0.5 0.00
C 0.585 1.604 2.904 0.5 0.4 -0.5 0.00
C -3.756 1.318 -1.085 0.2 0.8 -0.1 -0.01
C -2.526 -4.194 0.459 -0.2 0.3 0.2 0.00
C -4.107 -0.036 -1.084 0.1 -0.4 0.0 0.00
C -1.746 -5.856 -1.878 -0.1 0.0 -0.2 0.00
C 1.765 4.225 0.841 0.6 -0.5 0.2 -0.01
C -3.171 -1.006 -1.428 0.3 0.5 -0.1 0.00
C -1.432 0.746 -1.627 -0.2 0.9 -0.1 0.01
C 4.689 -0.273 0.977 -0.1 -0.2 0.0 0.00
C 4.300 1.141 0.684 2.1 0.9 0.4 0.00
C 0.466 -1.001 -2.207 -2.4 -2.1 -1.8 0.02
C 1.063 -0.759 -0.866 -0.3 -2.6 1.9 -0.21
C 0.479 -1.105 2.156 0.5 -0.2 -0.5 0.00
C -1.056 4.072 0.705 -0.3 -0.4 -0.1 0.00
C -2.464 1.711 -1.409 0.1 0.1 0.2 0.01
C 0.309 -4.515 -0.269 0.3 0.1 0.2 0.00
C -1.745 0.521 1.644 0.0 0.3 -0.6 0.01
C 0.513 4.475 -1.684 -0.1 -0.9 -0.9 -0.02
H -1.448 -3.261 -1.775 0.0 -1.2 0.8 0.00
H -2.196 0.212 0.694 0.0 0.0 0.5 0.00
H 0.307 -4.702 0.815 0.0 0.0 -0.3 0.00
H 1.425 4.354 1.874 0.1 0.0 -0.2 0.00
H 0.895 -1.579 -0.165 0.2 0.1 -0.5 0.02
H -1.989 -3.951 1.388 -0.2 -0.1 -0.3 0.00
H 1.378 4.159 -2.285 -0.2 0.3 0.0 0.00
H -3.091 -5.126 0.603 0.1 0.3 0.0 0.00
H 0.827 -5.347 -0.765 0.0 0.3 0.1 0.00
H -2.022 -0.189 2.431 0.1 0.3 -0.1 0.00
H 0.009 -1.235 3.139 0.1 0.2 -0.2 0.00
H -2.209 2.770 -1.529 -0.3 -0.5 0.2 0.00
H 2.647 3.570 0.830 -0.3 0.4 0.1 0.00
H 1.020 -1.826 -2.673 0.1 0.2 0.0 -0.02
H 6.248 1.737 0.960 0.0 0.2 0.1 0.00
H -3.223 -3.379 0.227 0.1 -0.3 0.2 0.00
H -1.136 5.155 0.535 0.1 -0.2 0.1 0.00
H 0.424 1.032 3.825 0.0 0.1 -0.2 0.00
H 1.646 1.859 2.807 -0.2 0.0 0.2 0.00
H -0.972 3.880 1.781 0.0 0.2 -0.3 0.00
H 0.617 5.536 -1.417 -0.1 -0.3 0.1 -0.01
H -2.104 1.527 1.891 -0.1 -0.3 0.0 0.00
H -0.399 4.324 -2.276 0.2 0.2 0.0 0.00
H -3.447 -2.062 -1.486 0.1 0.5 -0.2 0.00
H 5.127 3.008 0.530 0.2 -0.1 0.1 0.00
H -2.086 -6.676 -1.230 0.1 0.2 -0.2 0.00
H 0.469 -0.189 -2.947 0.1 -0.2 0.0 -0.01
H -5.130 -0.336 -0.833 0.3 0.1 -0.1 0.00
H -0.012 2.521 2.938 0.2 -0.2 0.1 0.00
H 0.096 -1.895 1.498 0.0 0.2 0.2 0.00
H 0.845 -3.580 -0.478 0.0 -0.4 0.1 0.00
H -2.538 -5.594 -2.593 0.1 -0.2 0.2 0.00
H 1.566 -1.221 2.251 -0.2 -0.1 0.1 0.00
H 2.171 -0.603 -0.958 -0.3 0.3 0.1 -0.04
H -1.959 3.580 0.329 0.2 0.3 0.2 0.00
H 3.830 -0.935 0.833 0.2 0.0 0.1 0.00
H -0.449 1.163 -2.057 -2.1 -0.4 -0.8 -0.02
H 5.507 -0.577 0.307 -0.2 0.0 0.2 0.00
H -0.849 -6.166 -2.433 -0.3 0.1 0.1 0.00
H -4.517 2.070 -0.836 0.4 -0.3 -0.3 0.00
H 5.051 -0.359 2.012 -0.1 0.0 -0.3 0.00
H 2.020 5.199 0.407 -0.1 -0.2 0.1 0.00
```
Positions in Å, forces in eV/Å.

charge = +4
E = -79480.004 eV
frontier orbital gap (spin up / spin down) = 5.59 / 6.67 eV
2S+1 = 2

---

[4]
Molecular formula: C16H26BrCuNO7
Method: DFT, the ωB97M-V functional and the def2-TZVPD basis

XYZ file:
```
52
Properties=species:S:1:pos:R:3:forces:R:3:nbo_charge:R:1
Br 0.186 -0.719 -1.389 0.0 -0.1 -0.4 0.04
Cu -2.241 4.348 2.389 0.1 -0.4 -0.2 0.96
O -1.953 0.785 -3.657 0.5 0.9 0.7 -0.45
O 4.953 -0.745 -0.085 0.1 0.0 -0.2 -0.54
O 1.300 3.149 -1.424 -0.6 0.2 -0.3 -0.50
O -2.676 -3.606 0.130 0.1 0.0 0.0 -0.54
O 2.840 3.152 -3.085 0.6 0.4 -0.3 -0.49
O 1.999 1.216 -2.280 0.0 0.0 0.0 -0.53
O 1.746 1.000 0.005 -0.3 0.0 0.0 -0.55
N -0.502 2.334 -2.565 -0.7 -0.9 0.3 -0.60
C 5.334 -1.721 0.880 0.1 0.1 0.1 -0.06
C -3.912 0.993 1.322 0.0 0.2 0.2 -0.40
C -0.629 2.589 -0.119 -0.5 0.2 0.5 -0.44
C 6.855 -1.811 0.908 0.0 -0.1 0.0 -0.64
C -3.041 -3.802 -1.224 -0.1 0.0 0.0 -0.25
C -2.621 1.837 1.273 -0.2 -0.4 -0.3 -0.32
C 3.161 0.766 0.077 0.4 0.0 0.1 -0.08
C 0.196 2.197 -1.315 1.0 1.2 -0.1 0.36
C -3.657 -0.409 1.867 -0.2 -0.2 -0.2 -0.40
C -2.046 2.013 -0.117 0.3 -0.2 -0.2 -0.44
C -1.250 1.499 -3.059 -0.3 -0.6 -0.9 0.90
C -2.881 -1.326 0.907 -0.1 -0.1 0.2 -0.44
C -3.497 -2.720 0.851 0.0 0.0 0.1 -0.05
C 1.127 0.972 -1.217 -0.1 -0.3 0.5 0.48
C 3.573 -0.644 -0.306 -0.4 -0.2 0.2 -0.09
C 2.125 2.598 -2.349 -0.1 -0.5 0.3 0.97
H -0.679 3.685 -0.129 0.1 0.0 -0.1 0.22
H -1.892 1.388 1.948 0.1 0.3 0.1 0.23
H 3.723 1.507 -0.494 -0.1 0.0 -0.2 0.19
H -2.931 2.860 1.646 -0.1 0.5 0.3 0.01
H -3.156 -0.358 2.836 0.0 0.0 0.0 0.21
H 7.267 -1.211 0.099 0.0 0.0 0.0 0.23
H 3.415 0.931 1.123 -0.1 0.0 0.0 0.20
H -0.111 2.296 0.796 0.2 -0.1 -0.1 0.24
H -4.336 0.924 0.318 0.0 0.1 0.0 0.22
H 3.323 -0.872 -1.346 0.2 0.1 -0.1 0.19
H -3.660 -4.696 -1.329 0.0 0.0 0.0 0.18
H -1.852 -1.459 1.241 0.1 0.2 -0.2 0.22
H -3.603 -2.950 -1.618 0.1 0.0 0.0 0.16
H -4.666 1.487 1.937 0.0 0.0 0.0 0.22
H -2.132 -3.928 -1.809 0.0 0.0 0.0 0.19
H 3.004 -1.353 0.307 0.1 0.0 0.0 0.18
H -2.883 -0.912 -0.105 0.1 0.0 0.0 0.19
H -4.634 -0.860 2.066 0.0 0.0 0.0 0.22
H -4.503 -2.670 0.418 0.0 0.0 0.0 0.17
H 7.266 -1.449 1.847 0.0 0.0 0.0 0.21
H 7.186 -2.837 0.761 0.0 0.0 0.0 0.22
H 4.948 -1.420 1.860 -0.1 -0.1 0.0 0.16
H -2.712 2.622 -0.730 0.0 0.0 0.0 0.22
H 4.894 -2.688 0.621 -0.1 0.0 0.0 0.17
H -2.035 1.021 -0.577 0.0 0.0 0.1 0.25
H -3.594 -3.113 1.866 0.0 0.0 0.0 0.19
```
Positions in Å, forces in eV/Å.

charge = +1
ΔE to the lowest compared entry with this formula, charge and spin = 0.0 kcal/mol
E = -147508.348 eV
frontier orbital gap = 5.09 eV

---

[5]
Molecular formula: C2H10N2O2
Method: DFT, the ωB97M-V functional and the def2-TZVPD basis

XYZ file:
```
16
Properties=species:S:1:pos:R:3:forces:R:3:mulliken_spin:R:1
O 1.271 0.886 1.896 -1.7 -0.9 -0.2 0.02
O 3.268 -2.111 1.547 0.5 -0.3 -0.3 0.00
N -2.146 -0.915 -1.318 0.7 1.0 -1.4 0.25
N -0.509 0.309 -0.249 -1.1 4.0 1.0 0.61
C -1.006 -0.778 -0.647 -0.9 -3.9 -2.3 0.03
C -1.117 1.552 -0.719 1.1 0.0 -0.6 0.01
H -0.411 -1.660 -0.580 0.4 -0.8 0.8 0.00
H -0.689 2.348 -0.101 -0.4 0.1 -0.5 0.00
H 0.427 0.787 1.369 1.9 0.3 0.9 0.00
H -2.318 -0.073 -1.969 -0.7 -2.0 1.4 0.00
H 4.172 -1.774 1.609 -0.2 -0.2 0.0 0.00
H -0.896 1.643 -1.810 0.3 0.4 0.6 0.02
H -2.230 1.560 -0.734 0.5 -0.2 0.7 0.06
H -2.382 -1.891 -1.592 -0.2 1.2 0.1 0.00
H 2.726 -1.387 1.839 -0.4 0.6 0.3 0.00
H 1.840 1.507 1.459 0.3 0.5 -0.4 0.00
```
Positions in Å, forces in eV/Å.

charge = +1
ΔE to the lowest compared entry with this formula, charge and spin = 35.7 kcal/mol
E = -9301.196 eV
frontier orbital gap (spin up / spin down) = 9.11 / 4.37 eV
2S+1 = 2

---

[6]
Molecular formula: C32H38FeN9O3S2
Method: DFT, the ωB97M-V functional and the def2-TZVPD basis

XYZ file:
```
85
Properties=species:S:1:pos:R:3:forces:R:3:lowdin_charge:R:1
Fe 0.145 0.484 0.227 0.3 0.6 -0.1 0.19
S -3.168 2.148 -0.100 0.0 0.1 0.0 0.58
S 0.634 1.521 2.298 0.0 -0.1 -0.2 0.80
O -3.714 0.949 0.486 0.0 0.0 0.0 -0.33
O -3.579 3.422 0.435 0.0 0.0 0.1 -0.32
O -0.408 -1.189 1.171 -0.1 0.0 -0.1 -0.10
N 0.270 -0.955 3.374 0.0 0.0 -0.1 0.11
N -4.597 2.073 -5.887 0.0 0.0 0.0 0.08
N -0.570 -0.413 -1.459 0.2 0.1 0.2 0.03
N 0.356 -0.891 -4.930 0.0 0.0 0.0 0.12
N 0.549 2.311 -0.603 -0.5 -0.5 -0.1 0.01
N -1.012 4.003 -1.231 0.1 0.0 0.1 0.14
N -1.246 -1.980 -3.648 0.0 0.0 0.0 0.12
N -0.255 0.815 4.691 -0.1 0.0 0.0 -0.14
N -1.575 1.962 -0.101 -0.1 -0.2 0.2 -0.11
C -0.716 2.828 -0.652 0.0 -0.1 -0.1 -0.45
C 0.043 -0.267 -2.616 0.0 0.1 -0.1 -0.05
C 0.854 -3.636 1.014 0.0 0.0 0.0 -0.02
C 1.882 -0.264 -0.256 0.0 0.1 0.3 -0.06
C -1.800 2.742 4.578 0.0 0.0 0.0 -0.08
C -3.649 2.143 -1.809 0.0 0.0 0.0 -0.28
C -3.654 3.323 -2.541 0.0 0.0 0.0 -0.07
C -1.550 -1.322 -1.376 -0.2 0.0 0.0 -0.11
C -0.704 -0.134 5.702 0.0 0.0 0.0 -0.22
C 1.473 -5.662 2.153 0.0 0.0 0.0 -0.11
C 1.190 -5.061 3.374 0.0 0.0 0.0 -0.10
C 0.449 -0.661 6.547 0.0 0.0 0.0 -0.08
C -1.869 -2.092 -2.472 0.0 0.0 0.0 -0.12
C 0.018 4.686 -1.714 0.0 0.0 0.0 -0.14
C 5.353 -0.427 -0.995 0.0 0.0 0.0 -0.07
C 0.168 0.381 3.482 0.0 0.0 0.0 -0.67
C -3.986 3.300 -3.886 0.0 0.0 0.0 -0.04
C 4.337 -2.708 -0.844 0.0 0.0 0.0 -0.07
C -4.329 0.924 -3.766 0.0 0.0 0.0 -0.04
C -4.318 2.100 -4.515 0.0 0.0 0.0 -0.33
C 2.913 -0.705 -0.737 0.0 0.0 0.0 -0.14
C 1.336 4.258 -1.661 -0.1 0.0 0.0 -0.07
C 3.961 -1.306 -2.879 0.0 0.0 0.0 -0.08
C 0.113 -1.603 2.232 0.1 0.1 0.1 -0.43
C -0.429 2.228 4.996 0.0 0.0 0.0 -0.27
C 4.125 -1.275 -1.352 0.0 0.0 0.0 -0.65
C 0.571 -3.033 2.234 0.0 0.0 0.0 -0.12
C -0.296 -1.060 -3.721 0.0 0.0 0.0 -0.37
C 1.310 -4.946 0.975 0.0 0.0 0.0 -0.09
C -4.004 0.951 -2.421 0.0 0.0 0.0 -0.07
C 1.548 3.011 -1.088 0.1 0.0 0.0 -0.11
C 0.749 -3.747 3.414 0.0 0.0 0.0 -0.03
H 0.084 -1.358 7.305 0.0 0.0 0.0 0.07
H -3.389 4.246 -2.048 0.0 0.0 0.0 0.10
H 5.226 -3.155 -1.302 0.0 0.0 0.0 0.07
H 5.223 0.598 -1.347 0.0 0.0 0.0 0.08
H 3.470 -3.327 -1.083 0.0 0.0 0.0 0.07
H 1.545 -5.407 0.023 0.0 0.0 0.0 0.10
H 1.825 -6.687 2.122 0.0 0.0 0.0 0.09
H 6.257 -0.842 -1.452 0.0 0.0 0.0 0.07
H 3.797 -0.296 -3.262 0.0 0.0 0.0 0.07
H 5.488 -0.396 0.086 0.0 0.0 0.0 0.08
H 0.739 -3.048 0.112 0.0 0.0 0.0 0.11
H 2.147 4.849 -2.058 0.0 0.0 0.0 0.09
H 0.263 -1.680 -5.549 0.0 0.0 0.0 0.09
H -3.981 4.220 -4.460 0.0 0.0 0.0 0.10
H -1.913 2.672 3.497 0.0 0.0 0.0 0.06
H -4.591 -0.015 -4.242 0.0 0.0 0.0 0.11
H 0.538 -3.255 4.354 0.0 0.0 0.0 0.10
H 4.458 -2.713 0.240 0.0 0.0 0.0 0.08
H 0.353 2.791 4.491 0.0 0.0 0.0 0.07
H -4.966 2.935 -6.255 0.0 0.0 0.0 0.08
H -4.038 0.050 -1.830 0.0 -0.1 0.0 0.10
H 0.964 0.158 7.054 0.0 0.0 0.0 0.07
H 1.291 -0.522 -4.869 0.0 0.0 0.0 0.08
H -1.924 3.787 4.871 0.0 0.0 0.0 0.07
H -2.054 -1.412 -0.424 0.0 0.0 0.0 0.11
H 2.528 2.547 -1.019 0.0 0.0 0.0 0.11
H -0.228 5.636 -2.182 0.0 0.0 0.0 0.10
H 0.845 0.459 -2.661 0.0 0.0 0.0 0.11
H -5.137 1.277 -6.185 0.0 0.0 0.0 0.08
H 1.318 -5.617 4.295 0.0 0.0 0.0 0.09
H -1.429 0.387 6.331 0.0 0.0 0.0 0.11
H -1.222 -0.957 5.215 0.0 0.0 0.0 0.11
H -2.596 2.160 5.047 0.0 0.0 0.0 0.07
H 3.102 -1.923 -3.152 0.0 0.0 0.0 0.07
H 1.164 -1.176 5.907 0.0 0.0 0.0 0.06
H -0.279 2.346 6.072 0.0 0.0 0.0 0.11
H -2.651 -2.839 -2.405 0.0 0.0 0.0 0.10
H 4.854 -1.721 -3.360 0.0 0.0 0.0 0.07
```
Positions in Å, forces in eV/Å.

charge = -1
ΔE to the lowest compared entry with this formula, charge and spin = 11.1 kcal/mol
E = -109414.777 eV
frontier orbital gap = 7.12 eV

---

[7]
Molecular formula: C5H7NOS
Method: DFT, the ωB97M-V functional and the def2-TZVPD basis

XYZ file:
```
15
Properties=species:S:1:pos:R:3:forces:R:3:nbo_charge:R:1
S -1.975 0.384 -0.255 0.3 0.2 1.1 1.15
O -3.191 -0.457 -0.271 -0.2 -0.3 -0.2 -0.97
N -1.885 -0.631 2.325 -1.0 0.1 0.3 -0.59
C -1.198 -0.011 1.468 -3.7 -1.3 -1.9 0.10
C 1.007 0.646 0.558 2.0 1.0 -0.8 -0.09
C 0.145 0.369 1.510 3.1 0.3 4.5 -0.33
C -0.575 -0.446 -1.086 -0.8 4.8 -2.1 -0.59
C 0.689 0.495 -0.901 -0.8 -0.7 0.6 -0.47
H 2.051 1.135 0.785 -2.1 -1.3 -0.2 0.23
H 1.476 -0.052 -1.383 0.8 0.0 -0.3 0.23
H -0.916 -0.606 -2.125 0.4 0.4 0.3 0.24
H -2.943 -0.879 2.189 2.7 0.9 -0.7 0.40
H -0.517 -1.343 -0.652 0.9 -3.6 1.8 0.22
H 0.711 1.549 -1.246 -0.7 -0.8 -0.7 0.24
H 0.548 0.375 2.598 -0.7 0.3 -1.8 0.24
```
Positions in Å, forces in eV/Å.

ΔE to the lowest compared entry with this formula, charge and spin = 68.6 kcal/mol
E = -19668.629 eV
frontier orbital gap = 9.04 eV

---

| no. | maximum force (hartree/bohr) |
| --- | --- |
| 1 | 0.057 |
| 2 | 0.043 |
| 3 | 0.099 |
| 4 | 0.031 |
| 5 | 0.089 |
| 6 | 0.013 |
| 7 | 0.107 |